This record from the OMol25 dataset describes 10 unconnected molecules or ions with the total composition C18H45BF4N3O6 in a non-equilibrium geometry. The level of theory is ωB97M-V/def2-TZVPD.

Values from the calculation:
Energy relative to the best compared isomer or geometry (same formula, charge and spin): 2.8324 eV
Net charge: -1
Total energy: -1752.7797 Eh
Maximum force: 0.23687 hartree/bohr
Kohn-Sham gap: 9.812 eV

Cartesian coordinates (Å):
B (0.03403, 0.54795, -0.41534)
F (1.20503, 0.63395, -1.28334)
F (-0.55897, -0.70005, -0.48034)
F (0.45303, 0.88095, 0.88566)
F (-0.99797, 1.43895, -0.83034)
C (-3.48197, 1.68495, 1.99266)
C (-4.57897, 0.73695, 2.52766)
N (-5.47497, 0.06695, 3.00366)
H (-2.84897, 1.41695, 1.24566)
H (-4.14797, 2.40295, 1.60666)
H (-2.92397, 2.33495, 2.68766)
C (-0.88697, 0.13795, -4.07934)
C (-0.51497, 1.67495, -4.01534)
N (-0.25797, 2.76995, -3.91934)
H (-2.03797, 0.03695, -4.21034)
H (-0.00997, -0.49105, -4.51734)
H (-0.92997, -0.18005, -2.99934)
C (1.39603, 3.96195, -1.35634)
C (1.60603, 4.62795, 0.02066)
N (1.63803, 5.15395, 1.06266)
H (0.38803, 3.69595, -1.43634)
H (1.82903, 4.57895, -2.05934)
H (1.89503, 3.01995, -1.50834)
C (0.32903, -0.38905, 3.97066)
C (0.20803, -1.57505, 2.88066)
O (-0.16097, -2.67505, 3.72666)
H (-0.64097, -0.07905, 4.22666)
H (0.79403, 0.57495, 3.34166)
H (0.95903, -0.79705, 4.71466)
H (0.97603, -1.61605, 2.35266)
H (-0.71397, -1.31905, 2.27966)
H (0.16803, -3.38505, 3.27066)
C (-3.29797, -3.28705, -0.65834)
C (-4.23597, -1.97605, -0.86034)
O (-3.40297, -1.08005, -1.62734)
H (-3.77597, -3.98605, 0.03166)
H (-2.32497, -2.96805, -0.13534)
H (-3.21597, -3.83305, -1.61034)
H (-4.56097, -1.55405, 0.16566)
H (-5.12197, -2.26005, -1.53234)
H (-2.50497, -1.34305, -1.24334)
C (-3.37497, 5.12595, 0.49266)
C (-2.50797, 4.06795, -0.15234)
O (-1.53997, 3.61495, 0.75966)
H (-3.85797, 4.54195, 1.38866)
H (-4.10497, 5.31695, -0.30534)
H (-2.84097, 5.95895, 0.58766)
H (-1.99197, 4.46995, -0.96634)
H (-3.23697, 3.12195, -0.58134)
H (-1.45197, 2.83395, 0.51866)
C (4.97703, 1.00495, 2.64866)
C (3.64103, 0.60095, 2.27466)
O (3.18003, 1.02595, 0.98066)
H (5.17303, 2.03795, 2.78766)
H (5.58403, 0.26995, 2.01766)
H (5.26803, 0.38295, 3.60666)
H (2.96903, 0.95895, 3.16966)
H (3.44703, -0.45205, 2.12666)
H (2.24503, 1.05595, 0.91466)
C (4.46603, -2.73905, -1.45134)
C (3.59403, -1.65905, -0.94334)
O (3.20403, -0.84805, -2.07634)
H (3.79003, -3.50305, -2.02834)
H (5.11603, -3.55005, -0.75434)
H (5.32803, -2.31005, -2.03734)
H (3.97703, -1.12105, -0.30134)
H (2.79803, -2.11705, -0.18634)
H (2.28303, -0.44705, -1.84534)
C (0.76703, -4.75105, -2.19534)
C (0.16803, -3.40905, -1.82334)
O (0.39103, -3.12405, -0.47034)
H (0.81403, -4.64205, -3.15234)
H (-0.05197, -5.54605, -1.95934)
H (1.84603, -4.68205, -1.80434)
H (-0.97297, -3.41605, -2.02234)
H (0.74303, -2.62005, -2.18834)
H (-0.10597, -2.33805, -0.24534)